{
  "formula": "C32H76BF7N2O12PS",
  "method": "wB97M-V/def2-TZVPD",
  "elements": ["S", "P", "F", "F", "F", "F", "F", "F", "F", "O", "O", "O", "O", "O", "O", "O", "O", "O", "O", "O", "O", "N", "N", "C", "C", "C", "C", "C", "C", "C", "C", "C", "C", "C", "C", "C", "C", "C", "C", "C", "C", "C", "C", "C", "C", "C", "C", "C", "C", "C", "C", "C", "C", "C", "C", "B", "H", "H", "H", "H", "H", "H", "H", "H", "H", "H", "H", "H", "H", "H", "H", "H", "H", "H", "H", "H", "H", "H", "H", "H", "H", "H", "H", "H", "H", "H", "H", "H", "H", "H", "H", "H", "H", "H", "H", "H", "H", "H", "H", "H", "H", "H", "H", "H", "H", "H", "H", "H", "H", "H", "H", "H", "H", "H", "H", "H", "H", "H", "H", "H", "H", "H", "H", "H", "H", "H", "H", "H", "H", "H", "H", "H"],
  "xyz": [[0.64, 1.28, 0.55], [-3.05, 3.77, 5.34], [-0.52, 0.88, 5.02], [2.13, 0.46, 3.42], [3.03, 1.58, 5.27], [1.78, -0.26, 5.51], [1.35, 3.15, 2.97], [0.26, 4.14, 4.66], [0.69, 2.33, 6.23], [4.28, -2.84, -1.46], [-6.21, -0.04, 5.13], [3.12, 3.93, -2.93], [0.69, -2.50, 0.70], [-4.63, 4.43, 5.41], [7.49, 0.14, -0.74], [-0.87, -7.30, 0.18], [-0.48, -2.64, -7.12], [-2.08, 4.89, 6.24], [-2.00, 0.49, -6.23], [-1.02, -0.58, -2.45], [-3.56, 0.73, 4.39], [-3.26, 1.62, 0.52], [-1.47, 1.77, 2.38], [8.40, 0.73, -1.66], [-2.42, 3.64, 3.55], [0.59, 1.76, 4.94], [4.87, 5.50, -3.48], [4.54, 4.12, -2.95], [1.76, -3.43, 0.62], [-2.16, -4.25, -7.76], [-4.96, 3.32, 2.48], [-3.37, -2.03, 2.40], [1.05, 4.08, -0.11], [-7.36, 1.60, 6.48], [6.53, -3.30, -0.71], [-4.19, 0.33, -5.22], [0.33, 2.95, 3.89], [1.38, -7.76, 0.93], [-3.38, 3.20, 2.36], [2.93, -2.96, 1.45], [-0.65, 0.68, 1.80], [-1.12, 2.73, 3.25], [1.21, -0.72, -3.35], [0.06, 2.84, -0.28], [-5.79, 4.11, 1.62], [-4.31, -0.71, 2.34], [-0.11, 0.02, -3.37], [-6.43, 0.41, 6.47], [5.35, -3.77, -1.54], [-1.22, -3.15, -8.22], [1.92, 0.91, 4.72], [9.72, -0.02, -1.64], [-3.39, 0.71, -6.45], [0.21, -8.23, 0.10], [-2.90, 1.73, 1.95], [-3.58, 0.61, 2.97], [1.40, -4.40, 0.98], [4.91, 4.00, -1.93], [-4.62, 5.19, 4.78], [5.95, 5.66, -3.50], [-4.54, -0.55, 1.23], [-5.28, -0.89, 2.92], [1.07, -1.77, -3.61], [-3.78, 2.43, 0.18], [-6.94, 2.42, 5.89], [-1.89, -0.45, -6.02], [-0.54, -6.45, -0.15], [-0.55, -0.02, -4.36], [-5.64, 5.24, 1.60], [3.28, -1.98, 1.11], [-1.79, -2.32, -8.66], [2.05, -3.55, -0.43], [1.02, -1.65, 0.37], [-6.86, -0.42, 7.04], [1.94, 3.82, 0.54], [4.61, -1.99, -1.79], [10.43, 0.43, -2.35], [7.35, -4.02, -0.76], [-5.46, 0.66, 6.91], [-3.55, -2.53, 3.41], [-1.28, -0.08, 1.21], [0.03, 1.07, -3.09], [6.88, -2.33, -1.06], [-2.74, -4.64, -8.60], [0.03, -3.37, -6.74], [-2.10, 4.70, 3.26], [-3.86, 0.93, -4.36], [-1.60, -5.07, -7.30], [1.65, -0.71, -2.34], [-5.82, 0.69, 4.64], [2.21, -8.47, 0.88], [10.17, 0.00, -0.64], [-3.53, 1.76, -6.70], [-2.85, -3.87, -7.00], [-0.16, -9.19, 0.46], [-5.26, 0.51, -5.38], [1.08, -7.63, 1.98], [-2.44, 1.55, -0.10], [-7.54, 1.95, 7.50], [3.76, -3.67, 1.41], [-3.74, -0.17, 4.76], [-4.03, -0.72, -4.96], [-8.32, 1.34, 6.03], [4.99, 3.34, -3.58], [0.50, -8.34, -0.95], [1.93, -0.28, -4.05], [-0.52, -3.52, -8.97], [-1.80, 5.60, 5.61], [1.48, 4.38, -1.14], [-3.70, 0.11, -7.32], [-3.75, -2.76, 1.61], [-5.51, 2.78, 3.33], [-0.13, 2.65, -1.38], [-6.63, 3.59, 1.03], [2.80, 4.03, -3.83], [7.95, 0.69, -2.65], [-0.95, 3.14, 0.17], [7.89, 0.18, 0.14], [-0.18, 0.09, 2.65], [4.98, -4.74, -1.18], [4.48, 5.63, -4.49], [8.55, 1.78, -1.38], [1.73, -6.78, 0.59], [5.64, -3.89, -2.59], [-3.15, 3.98, 1.55], [4.41, 6.27, -2.86], [-2.27, -1.82, 2.20], [9.57, -1.07, -1.91], [2.63, -2.84, 2.50], [-0.62, -0.53, -1.57], [6.23, -3.18, 0.34], [0.51, 4.99, 0.31]],
  "e_homo_ev": -11.54,
  "homo_lumo_gap_ev": 6.66,
  "total_charge": 1
}

{
  "formula": "C15H14ClIN2OPtS",
  "method": "wB97M-V/def2-TZVPD",
  "elements": ["Pt", "I", "Cl", "S", "O", "N", "N", "C", "C", "C", "C", "C", "C", "C", "C", "C", "C", "C", "C", "C", "C", "C", "H", "H", "H", "H", "H", "H", "H", "H", "H", "H", "H", "H", "H", "H"],
  "xyz": [[-0.40, -1.44, 1.43], [3.01, 2.10, 3.97], [0.01, 5.58, 0.64], [-3.52, -3.69, 3.87], [1.17, 0.16, 2.25], [-2.13, -1.76, 2.44], [-0.94, 0.60, 0.61], [-0.45, 2.93, 0.56], [-0.18, 1.63, 1.01], [1.60, 2.45, 2.51], [-1.52, 3.12, -0.35], [1.34, 3.72, 2.05], [-1.96, 0.79, -0.20], [0.89, 1.34, 1.96], [-2.23, 2.04, -0.76], [0.98, -1.79, 0.00], [-0.57, -2.58, -1.79], [0.35, 3.96, 1.10], [1.06, -0.72, -2.21], [-2.71, -2.59, 3.06], [0.83, -2.04, -1.45], [1.85, -3.09, -1.93], [-2.55, -0.07, -0.40], [1.98, -1.95, 0.37], [-3.07, 2.12, -1.43], [-0.72, -2.56, -2.89], [1.85, 4.58, 2.46], [-0.62, -3.63, -1.47], [0.99, -0.92, -3.30], [-1.76, 4.08, -0.77], [2.08, -0.38, -2.03], [1.85, -3.26, -3.01], [0.36, 0.06, -1.92], [1.65, -4.03, -1.40], [2.83, -2.74, -1.66], [-1.37, -2.02, -1.29]],
  "multiplicity": 5,
  "s2": 6.05,
  "e_homo_ev": [-6.61, -7.88],
  "homo_lumo_gap_ev": [5.27, 4.55]
}

{
  "formula": "CK7O3",
  "method": "wB97M-V/def2-TZVPD",
  "elements": ["K", "K", "K", "K", "K", "K", "K", "O", "O", "O", "C"],
  "xyz": [[-2.95, -1.70, -1.26], [-1.84, 2.20, 0.99], [-1.33, -1.93, 2.92], [1.04, 2.23, -2.40], [2.66, -1.30, -0.16], [0.79, -0.98, -3.41], [2.33, 2.05, 2.51], [0.74, -0.04, 1.04], [0.06, -0.17, -1.06], [-1.37, -0.21, 0.64], [-0.13, -0.15, 0.18]],
  "e_homo_ev": -24.47,
  "homo_lumo_gap_ev": 8.87,
  "total_charge": 5
}

{
  "formula": "C3H7NO3S2",
  "method": "wB97M-V/def2-TZVPD",
  "elements": ["S", "S", "O", "O", "O", "N", "C", "C", "C", "H", "H", "H", "H", "H", "H", "H"],
  "xyz": [[2.16, -0.24, -0.09], [-0.11, -1.68, -1.00], [3.48, 0.24, -0.31], [0.65, 2.05, -0.71], [2.00, -1.00, 1.13], [-1.48, 1.00, -0.55], [-0.60, -1.02, 0.61], [0.97, 1.13, 0.05], [-0.68, 0.48, 0.52], [-1.51, 0.32, -1.36], [-2.48, 1.31, -0.41], [0.57, -2.85, -0.67], [-0.35, 1.90, -0.94], [-0.94, 0.89, 1.48], [-0.03, -1.34, 1.43], [-1.65, -1.20, 0.81]],
  "smiles": "N[C@@H](CS)C(O)=S(=O)=O",
  "de_lowest_kcal_mol": 68.3,
  "e_homo_ev": [-8.02, -8.02],
  "homo_lumo_gap_ev": [7.49, 7.49]
}

{
  "formula": "C22H37BBrNO17S2",
  "method": "wB97M-V/def2-TZVPD",
  "elements": ["Br", "S", "S", "O", "O", "O", "O", "O", "O", "O", "O", "O", "O", "O", "O", "O", "O", "O", "O", "O", "N", "C", "C", "C", "C", "C", "C", "C", "C", "C", "C", "C", "C", "C", "C", "C", "C", "C", "C", "C", "C", "C", "C", "B", "H", "H", "H", "H", "H", "H", "H", "H", "H", "H", "H", "H", "H", "H", "H", "H", "H", "H", "H", "H", "H", "H", "H", "H", "H", "H", "H", "H", "H", "H", "H", "H", "H", "H", "H", "H", "H"],
  "xyz": [[2.84, 0.56, -0.36], [2.69, 3.05, -3.02], [0.13, -0.59, -1.78], [0.17, 5.82, -6.36], [0.05, 0.14, -3.18], [-4.27, -0.40, -2.17], [0.13, 3.02, 1.75], [0.53, 3.72, -7.21], [-5.35, 0.24, 0.63], [3.58, -7.14, 6.15], [3.64, -5.63, 4.42], [-3.85, -1.31, -3.00], [1.76, -6.68, 4.83], [-1.31, -1.33, -1.32], [0.62, 1.25, 3.47], [-4.70, -1.38, 2.28], [1.45, -2.17, 3.53], [0.94, 5.46, -8.50], [-4.49, 1.64, 2.53], [1.19, -1.73, -1.99], [0.53, 2.01, -1.10], [-5.01, 1.51, 1.30], [0.85, 0.62, -0.50], [-3.29, -1.57, 0.17], [2.26, 7.46, -8.08], [0.51, 5.08, -7.27], [2.32, -2.64, 1.21], [-2.22, -0.50, -0.53], [1.60, -1.51, 2.19], [0.96, -7.60, 5.59], [0.14, -1.10, 1.57], [0.02, 0.37, 0.88], [-3.11, 0.37, -1.65], [-1.59, 0.57, 0.49], [3.05, -6.55, 5.22], [-5.33, 2.91, 0.48], [0.52, -6.97, 6.90], [1.69, 2.49, -1.72], [-4.47, -0.86, 1.04], [0.19, 3.19, -5.93], [1.24, 3.78, 2.34], [1.01, 6.87, -8.72], [4.98, -5.32, 4.79], [0.28, 1.55, 2.05], [5.59, -6.23, 4.87], [1.05, 7.02, -9.80], [2.59, -3.62, 1.83], [1.64, -3.00, 0.32], [-4.45, 3.67, 0.54], [2.32, -2.65, 3.76], [0.08, -7.84, 4.99], [-2.62, -2.18, 0.95], [2.19, 3.11, 2.48], [-3.56, 1.36, -1.19], [-0.61, -1.09, 2.51], [-4.19, -2.22, -2.73], [1.51, -8.54, 5.76], [-0.19, 1.36, 4.06], [3.15, 6.92, -8.42], [3.33, -2.19, 0.81], [0.98, 3.41, -5.21], [1.54, 4.64, 1.57], [-2.44, 0.66, -2.60], [1.38, -6.75, 7.55], [-5.55, 2.68, -0.65], [-2.14, 0.57, 1.55], [-1.81, 1.67, 0.06], [2.36, 8.52, -8.33], [-0.21, -2.01, 0.92], [-0.77, 3.58, -5.58], [0.02, -6.01, 6.71], [-6.31, 3.39, 0.94], [5.41, -4.69, 4.01], [2.22, 7.36, -6.99], [0.90, 4.30, 3.33], [2.34, -0.62, 2.36], [4.99, -4.77, 5.74], [-3.67, -2.39, -0.60], [0.10, 7.37, -8.36], [0.10, 2.10, -6.03], [-0.16, -7.63, 7.44]],
  "e_homo_ev": -9.78,
  "homo_lumo_gap_ev": 8.13
}

{
  "formula": "C3H5LuO5",
  "method": "wB97M-V/def2-TZVPD",
  "elements": ["Lu", "O", "O", "O", "O", "O", "C", "C", "C", "H", "H", "H", "H", "H"],
  "xyz": [[-3.66, -0.55, 2.41], [-2.88, 3.41, 2.70], [-1.72, 0.46, 2.00], [-0.73, 1.82, 3.46], [-5.08, 0.87, 1.78], [-0.70, -0.37, 3.72], [-4.99, 2.18, 2.07], [-0.81, 0.62, 2.98], [-3.44, 2.80, 1.69], [-5.67, 2.80, 1.45], [-2.36, 1.92, 1.34], [-3.50, 3.15, 0.65], [-5.11, 2.45, 3.13], [-1.71, 2.62, 3.19]],
  "de_lowest_kcal_mol": 104.0,
  "multiplicity": 2,
  "s2": 0.76,
  "e_homo_ev": [-13.28, -13.23],
  "homo_lumo_gap_ev": [5.80, 5.75],
  "total_charge": 1
}

{
  "formula": "CH3N2OS2",
  "method": "wB97M-V/def2-TZVPD",
  "elements": ["S", "S", "O", "N", "N", "C", "H", "H", "H"],
  "xyz": [[-0.52, -1.36, -0.52], [2.73, -1.67, 1.94], [2.59, -0.01, -0.24], [-1.97, 1.06, -0.46], [-0.69, 0.38, -0.72], [2.64, -0.76, 0.67], [0.07, 0.88, -0.10], [-2.33, 1.04, 0.51], [-2.52, 0.45, -1.10]],
  "de_lowest_kcal_mol": 20.9,
  "e_homo_ev": -1.83,
  "homo_lumo_gap_ev": 4.81,
  "total_charge": -1
}

{
  "formula": "C4H7NO2",
  "method": "wB97M-V/def2-TZVPD",
  "elements": ["O", "O", "N", "C", "C", "C", "C", "H", "H", "H", "H", "H", "H", "H"],
  "xyz": [[-2.20, -0.76, 0.42], [1.44, -2.21, 0.70], [-1.64, 1.20, -0.60], [0.11, -0.31, 0.11], [0.36, -1.46, 0.80], [-1.33, 0.00, -0.01], [1.17, 0.75, -0.11], [0.97, 1.64, 0.49], [-0.97, 1.68, -1.18], [2.18, 0.41, 0.14], [-2.62, 1.32, -0.85], [1.74, -1.45, -0.06], [-0.31, -1.96, 1.48], [1.20, 1.06, -1.17]],
  "smiles": "C/C(=C\\O)C(N)=O",
  "de_lowest_kcal_mol": 49.0,
  "e_homo_ev": -8.80,
  "homo_lumo_gap_ev": 9.28
}

{
  "formula": "C5H11N3",
  "method": "wB97M-V/def2-TZVPD",
  "elements": ["N", "N", "N", "C", "C", "C", "C", "C", "H", "H", "H", "H", "H", "H", "H", "H", "H", "H", "H"],
  "xyz": [[-1.23, 0.47, -1.47], [0.91, -0.37, -1.44], [-0.80, -1.70, 0.41], [-0.76, 1.91, 0.95], [-0.79, -1.14, 1.56], [-0.07, 0.11, -0.76], [0.15, 1.05, 0.49], [2.11, -0.89, -0.86], [-1.59, -1.49, -0.19], [-0.51, 2.72, 1.63], [-1.59, -0.55, 2.04], [2.36, -1.86, -1.31], [0.01, -1.42, 2.25], [-1.28, -0.02, -2.35], [2.97, -0.23, -1.06], [2.09, -1.06, 0.23], [1.19, 1.24, 0.71], [-1.82, 1.76, 0.77], [-1.35, 1.47, -1.57]],
  "smiles": "C=C/C(N)=N\\C.C=N",
  "de_lowest_kcal_mol": 78.4,
  "e_homo_ev": -8.70,
  "homo_lumo_gap_ev": 9.64
}

{
  "formula": "C20H39N4O6",
  "method": "wB97M-V/def2-TZVPD",
  "elements": ["O", "O", "O", "O", "O", "O", "N", "N", "N", "N", "C", "C", "C", "C", "C", "C", "C", "C", "C", "C", "C", "C", "C", "C", "C", "C", "C", "C", "C", "C", "H", "H", "H", "H", "H", "H", "H", "H", "H", "H", "H", "H", "H", "H", "H", "H", "H", "H", "H", "H", "H", "H", "H", "H", "H", "H", "H", "H", "H", "H", "H", "H", "H", "H", "H", "H", "H", "H", "H"],
  "xyz": [[6.27, 0.60, -2.28], [-5.60, -3.60, -0.99], [1.40, 2.45, -0.52], [-6.19, -1.48, -0.68], [1.24, 3.56, 6.21], [0.16, 3.48, 1.01], [-0.96, -1.10, -0.33], [0.85, -2.33, 0.52], [-3.04, -0.14, -0.68], [-2.58, -2.09, -1.85], [-4.37, 0.02, -1.28], [-2.19, -1.12, -0.94], [1.92, -3.32, 0.39], [-5.55, -2.62, -0.36], [0.45, 4.26, 5.63], [0.51, 4.45, 4.13], [3.55, -1.41, 0.79], [-0.18, -2.37, -0.49], [-0.17, 0.16, -0.54], [-2.43, -1.62, -3.25], [-5.51, -0.28, -0.29], [5.41, 1.21, -2.86], [-0.30, 1.16, 0.61], [-2.15, -3.48, -1.56], [4.36, 2.00, -2.11], [-1.19, -3.50, -0.38], [-0.66, 4.99, 6.35], [0.42, 2.50, 0.41], [5.32, 1.23, -4.37], [3.17, -2.85, 1.14], [-4.44, -0.69, -2.11], [0.41, -2.41, 1.44], [-1.75, -3.37, 0.55], [0.11, 0.70, 1.52], [-0.57, 6.06, 6.18], [-3.36, -1.77, -3.82], [-4.45, 1.03, -1.70], [1.62, -4.32, 0.75], [-0.44, 0.61, -1.51], [3.01, -2.96, 2.22], [-3.04, -4.08, -1.34], [2.15, -3.42, -0.69], [-5.12, -0.39, 0.74], [-6.26, 0.52, -0.28], [-0.67, -4.47, -0.32], [-2.17, -0.55, -3.28], [4.53, 1.92, -1.04], [0.62, 5.50, 3.88], [4.40, 3.05, -2.42], [4.35, 0.84, -4.69], [4.00, -3.53, 0.89], [-1.62, -2.19, -3.74], [0.87, -0.16, -0.60], [-0.41, 4.10, 3.66], [-1.69, -3.89, -2.47], [1.35, 3.89, 3.73], [3.36, -1.21, -0.28], [-1.34, 1.45, 0.84], [-2.75, 0.55, 0.01], [-5.04, -2.54, 0.63], [1.83, 3.32, -0.53], [-0.60, 4.78, 7.42], [5.39, 2.25, -4.74], [6.12, 0.63, -4.79], [2.97, -0.68, 1.37], [0.31, -2.38, -1.48], [-1.63, 4.68, 5.96], [4.61, -1.22, 0.97], [3.36, 1.62, -2.35]],
  "de_lowest_kcal_mol": 0.0,
  "e_homo_ev": -11.15,
  "homo_lumo_gap_ev": 7.84,
  "total_charge": 1
}

{
  "formula": "C29H18IN3O3PdSTe",
  "method": "wB97M-V/def2-TZVPD",
  "elements": ["I", "Te", "Pd", "S", "O", "O", "O", "N", "N", "N", "C", "C", "C", "C", "C", "C", "C", "C", "C", "C", "C", "C", "C", "C", "C", "C", "C", "C", "C", "C", "C", "C", "C", "C", "C", "C", "C", "C", "C", "H", "H", "H", "H", "H", "H", "H", "H", "H", "H", "H", "H", "H", "H", "H", "H", "H", "H"],
  "xyz": [[1.13, 3.15, -0.67], [0.08, -0.70, -2.71], [0.08, 0.43, -0.36], [-1.51, -3.59, -2.95], [-0.94, -1.91, 0.34], [-2.23, -2.89, -3.97], [-0.57, -4.61, -3.32], [0.14, 0.54, 1.88], [-0.77, -2.51, -1.89], [2.19, -0.06, 0.21], [-2.37, 5.37, 0.43], [3.72, -0.20, 2.06], [-2.61, -4.23, -1.73], [-1.85, 2.64, -0.22], [4.52, -0.42, -0.19], [2.45, -0.01, 1.53], [-4.12, -4.89, 0.45], [-3.60, -5.18, -1.90], [-2.78, 0.47, -0.68], [-0.82, 3.63, -0.16], [-2.37, -3.62, -0.53], [-1.66, 1.24, -0.52], [-1.27, -2.59, -0.61], [-0.80, 0.67, 4.06], [-3.12, -3.94, 0.59], [-1.06, 4.94, 0.15], [-0.90, 0.72, 2.66], [-3.17, 3.12, 0.03], [3.91, -0.21, 3.49], [0.42, 0.43, 4.63], [-4.28, 2.24, -0.09], [2.86, -0.03, 4.33], [-4.09, 0.95, -0.47], [1.34, 0.26, 2.43], [1.54, 0.21, 3.81], [3.19, -0.26, -0.62], [4.78, -0.40, 1.16], [-4.35, -5.50, -0.78], [-3.40, 4.48, 0.36], [-4.93, 0.29, -0.59], [-4.73, -5.15, 1.30], [2.93, -0.32, -1.67], [4.90, -0.38, 3.88], [5.78, -0.55, 1.53], [-2.68, -0.56, -0.98], [-3.77, -5.65, -2.86], [5.30, -0.58, -0.91], [-2.92, -3.45, 1.53], [-5.27, 2.63, 0.10], [0.54, 0.39, 5.71], [-5.14, -6.24, -0.87], [-4.41, 4.79, 0.55], [-1.68, 0.83, 4.67], [-2.55, 6.40, 0.68], [-0.24, 5.65, 0.16], [3.00, -0.05, 5.40], [-1.84, 0.94, 2.17]],
  "de_lowest_kcal_mol": 5.4,
  "e_homo_ev": -7.11,
  "homo_lumo_gap_ev": 6.54
}

{
  "formula": "C4H9N",
  "method": "wB97M-V/def2-TZVPD",
  "elements": ["N", "C", "C", "C", "C", "H", "H", "H", "H", "H", "H", "H", "H", "H"],
  "xyz": [[-1.04, 0.67, -1.23], [0.77, -0.72, -0.05], [-1.60, -0.42, 0.86], [-0.56, -0.25, -0.19], [1.88, 0.34, -0.10], [-2.54, 0.12, 0.66], [-0.30, 1.13, -0.50], [2.93, 0.08, -0.25], [-1.90, -1.48, 0.92], [-0.68, 0.55, -2.18], [0.90, -1.75, 0.32], [1.44, 0.94, -0.93], [1.93, 0.89, 0.83], [-1.21, -0.10, 1.84]],
  "smiles": "C/C=C(/C)N",
  "de_lowest_kcal_mol": 89.2,
  "e_homo_ev": -7.58,
  "homo_lumo_gap_ev": 8.45
}